Record 1
The following is a DFT calculation (the ωB97M-V functional and the def2-TZVPD basis) of one molecule with the formula C2H2S4.

Positions of all 8 atoms, in Å:
S 0.887 -1.565 -0.204
C 0.449 -0.056 -0.096
S 1.725 1.345 0.177
C -1.008 0.477 -0.017
S -1.498 2.036 -0.196
S -2.091 -0.894 0.246
H 2.705 0.489 0.484
H -1.168 -1.832 -0.394

Output
Orbital gap in eV: 6.90
Total charge: 0
SMILES: S=C(S)C(=S)S
HOMO level in eV: -8.92
Lowest unoccupied orbital energy in eV: -2.0240


Record 2
The following is a DFT calculation (the ωB97M-V functional and the def2-TZVPD basis) of a 13-piece molecular cluster, C2H30O12S2 overall.

Positions of all 46 atoms, in Å:
C 0.900 0.136 -2.279
C 0.563 -1.319 -1.970
S 2.119 -2.285 -2.075
S 1.738 -4.154 -1.446
H 1.349 0.261 -3.244
H 1.578 0.611 -1.583
H 0.011 0.782 -2.285
H -0.129 -1.688 -2.686
H 0.103 -1.458 -0.976
H 1.906 -4.109 -0.138
H -1.245 2.866 -0.520
H 0.257 2.821 -0.888
O -0.622 2.991 -1.244
H -2.512 1.412 -0.934
H -1.846 1.781 -2.236
O -2.529 1.198 -1.897
H -2.425 -0.210 2.223
H -2.963 -1.172 1.179
O -3.251 -0.443 1.776
H 3.331 -0.098 0.492
H 3.856 -0.083 -1.002
O 3.768 0.459 -0.232
H -1.084 1.185 3.509
H 0.185 1.240 2.537
O -0.798 0.961 2.636
H -0.655 -1.881 1.274
H -0.400 -0.777 2.237
O -0.013 -1.609 1.923
H 2.750 1.814 -0.140
H 2.585 3.327 0.017
O 2.085 2.535 0.012
H -1.610 1.841 1.300
H -3.020 1.387 0.929
O -2.322 2.039 0.677
H -2.106 -1.987 -0.689
H -2.305 -3.218 0.322
O -2.037 -2.306 0.226
H 1.816 2.010 1.615
H 2.123 0.689 2.285
O 1.659 1.565 2.478
H -3.230 -1.675 -2.627
H -2.353 -0.436 -2.164
O -2.370 -1.453 -2.262
H 1.600 -1.253 1.735
H 3.012 -1.412 2.392
O 2.534 -0.884 1.742

Output
Orbital gap in eV: 9.31
Total charge: 0
HOMO level in eV: -9.14
Lowest unoccupied orbital energy in eV: 0.1660


Record 3
The following is a DFT calculation (the ωB97M-V functional and the def2-TZVPD basis) of a 13-piece molecular cluster, C2H32N2O12 overall.

Positions of all 48 atoms, in Å:
N -1.140 1.205 1.670
C 0.177 0.680 2.117
C 1.248 0.956 1.054
N 2.330 0.023 1.081
H -1.267 2.191 1.804
H -1.888 0.664 2.052
H 0.075 -0.375 2.274
H 0.410 1.164 3.128
H 0.698 0.960 0.005
H 1.675 2.066 1.105
H 2.143 -0.936 0.774
H 3.146 0.374 0.668
H -0.377 2.895 -2.499
H 0.692 3.075 -3.758
O 0.535 2.871 -2.743
H -1.393 2.920 -1.084
H -2.572 2.428 -1.935
O -1.829 3.087 -1.872
H -0.194 4.455 -0.558
H 0.801 3.496 0.008
O -0.194 3.773 0.144
H -1.550 0.493 -0.614
H -2.649 -0.244 -1.451
O -2.122 0.539 -1.433
H 0.408 -3.240 1.847
H 0.616 -4.424 0.868
O 0.010 -3.712 1.145
H -2.848 -3.347 2.066
H -1.769 -3.252 1.038
O -2.672 -3.015 1.263
H 1.871 -1.680 2.353
H 2.275 -2.801 3.363
O 1.494 -2.427 2.950
H 3.353 -2.731 -0.432
H 1.735 -2.925 -0.750
O 2.450 -2.889 -0.072
H -2.703 -2.597 -1.276
H -3.798 -1.881 -0.552
O -3.243 -1.850 -1.328
H -0.676 -0.240 -2.699
H 0.511 0.547 -2.209
O 0.258 -0.284 -2.390
H 2.977 3.829 -0.542
H 2.030 3.387 -1.493
O 2.259 3.235 -0.603
H -0.169 -2.523 -0.169
H -0.520 -1.552 -1.234
O -0.605 -2.389 -1.082

Output
Orbital gap in eV: 9.26
Total charge: 0
HOMO level in eV: -8.99
Lowest unoccupied orbital energy in eV: 0.2679


Record 4
The following is a DFT calculation (the ωB97M-V functional and the def2-TZVPD basis) of a 16-piece molecular cluster, C2H36O15S2 overall.

Positions of all 55 atoms, in Å:
C -0.603 -0.086 0.416
S -2.023 -0.593 1.402
S -2.767 0.839 2.632
C -1.474 1.247 3.832
H 0.229 -0.782 0.586
H -0.815 -0.294 -0.632
H -0.193 0.896 0.640
H -1.525 0.696 4.769
H -0.475 1.064 3.436
H -1.594 2.316 3.998
H 0.494 -1.006 3.418
H 1.902 -0.630 3.811
O 0.969 -0.428 4.015
H -2.691 1.796 -1.969
H -2.147 1.475 -3.321
O -2.993 1.487 -2.833
H 1.927 2.061 2.009
H 2.868 2.826 1.030
O 2.278 2.067 1.080
H 4.582 -0.421 -2.883
H 3.039 -0.318 -3.289
O 3.700 -0.759 -2.721
H 2.438 -2.007 1.852
H 3.492 -0.912 1.568
O 2.865 -1.223 2.250
H -5.219 -0.739 1.067
H -4.903 0.313 0.130
O -5.230 -0.600 0.107
H 1.827 0.064 -4.878
H 1.231 1.146 -3.981
O 2.095 0.829 -4.356
H -1.267 -3.887 -0.669
H -1.010 -2.472 -1.133
O -0.654 -3.157 -0.523
H 3.717 0.689 0.206
H 3.747 -0.519 -0.730
O 4.187 -0.142 0.055
H -4.214 -1.016 -1.322
H -3.881 -0.064 -2.490
O -3.900 -1.016 -2.247
H 1.082 -3.934 1.644
H 0.890 -3.120 0.384
O 1.566 -3.350 1.051
H -0.060 2.958 -0.630
H 1.179 2.080 -0.348
O 0.672 2.515 -1.066
H -0.548 0.100 -3.052
H -0.185 1.526 -2.412
O -0.307 1.039 -3.248
H 0.843 1.126 3.473
H 0.810 2.575 4.156
O 0.833 2.115 3.316
H -2.368 -1.137 -2.322
H -1.049 -1.989 -2.896
O -1.369 -1.241 -2.384

Output
Orbital gap in eV: 8.63
Total charge: 0
HOMO level in eV: -8.64
Lowest unoccupied orbital energy in eV: -0.0123